{"formula": "C3H7N3O2", "method": "ωB97M-V/def2-TZVPD", "species": ["C", "C", "C", "H", "H", "H", "H", "H", "H", "H", "N", "N", "N", "O", "O"], "coordinates": [[0.224, 2.069, -0.015], [-1.323, -0.070, -0.049], [1.120, -0.214, -0.052], [-0.059, 2.545, 1.072], [-0.476, 2.994, -1.306], [1.664, 1.701, -0.407], [-1.141, -1.818, 1.029], [-2.522, -1.531, 0.266], [0.247, -2.465, -0.103], [2.440, -1.892, -0.324], [-0.013, 0.550, 0.120], [-1.464, -1.439, 0.051], [1.413, -1.469, -0.337], [-2.281, 0.621, -0.159], [2.171, 0.418, 0.215]], "lowdin_charge": [-0.0951, -0.5784, -0.6575, 0.0770, 0.1742, 0.2029, 0.1389, 0.1482, 0.2931, 0.1595, -0.0454, 0.0649, 0.0874, 0.0917, -0.0612], "e_above_lowest_kcal_mol": 217.2, "e_homo_ev": -8.61, "homo_lumo_gap_ev": 8.351, "total_energy_ha": -432.9766, "lumo_energy_ev": -0.25, "total_charge": 0}